1.
{
  "formula": "C5H13NO2",
  "method": "wB97M-V/def2-TZVPD",
  "elements": ["N", "C", "C", "C", "C", "C", "H", "H", "H", "H", "H", "H", "H", "H", "H", "H", "H", "O", "H", "H", "O"],
  "positions_angstrom": [[0.347, -0.150, -1.365], [-0.587, -0.375, -0.309], [-0.998, 0.847, 0.392], [-1.059, -3.020, 2.210], [-1.341, -1.999, 1.193], [-0.772, -1.803, -0.001], [0.949, -0.978, -1.490], [0.947, 0.771, -1.371], [-1.860, 1.276, -0.196], [-1.011, 0.752, 1.507], [-0.649, -4.014, 1.987], [-1.892, -3.275, 2.927], [-0.312, -2.610, 2.893], [-2.039, -1.193, 1.556], [-0.288, -2.633, -0.630], [1.646, 2.709, -0.753], [2.810, 2.353, -2.058], [2.596, 1.803, -1.439], [0.997, 3.905, 0.048], [-0.500, 1.711, -0.057], [0.819, 3.245, -0.525]],
  "lowdin_spin": [0.1805, 0.3130, 0.0418, 0.0612, 0.2977, 0.0193, 0.0095, 0.0053, 0.0169, 0.0066, 0.0022, 0.0068, 0.0227, 0.0156, -0.0045, 0.0000, 0.0001, 0.0008, 0.0000, 0.0032, 0.0014],
  "molar_mass_g_mol": 119.16,
  "e_homo_ev": [-1.95, -4.16],
  "e_above_lowest_ev": 2.862,
  "charge": -1,
  "spin_multiplicity": 2,
  "gap_ev": [5.6, 7.8]
}

2.
{
  "formula": "C5H13NO2",
  "method": "wB97M-V/def2-TZVPD",
  "elements": ["C", "C", "N", "C", "C", "C", "O", "H", "H", "H", "H", "H", "H", "H", "H", "H", "H", "H", "O", "H", "H"],
  "positions_angstrom": [[2.223, -1.210, 2.242], [1.195, -0.119, 1.980], [0.847, 0.027, 0.570], [0.564, 1.398, 0.115], [-0.200, -0.848, 0.180], [-0.201, -1.026, -1.367], [-1.173, -0.736, -2.008], [3.256, -0.882, 2.161], [2.227, -1.770, 3.171], [2.209, -1.954, 1.450], [0.366, -0.009, 2.682], [1.672, 0.806, 2.427], [0.960, 1.467, -0.888], [-0.512, 1.688, 0.227], [0.928, 2.157, 0.835], [-1.268, -0.521, 0.389], [-0.219, -1.835, 0.680], [0.731, -1.435, -1.801], [-2.981, 1.877, -1.793], [-2.373, 2.495, -2.218], [-2.409, 1.193, -1.383]],
  "nbo_charge": [-0.6286, -0.2381, -0.4527, -0.4299, -0.3241, 0.4441, -0.5233, 0.2123, 0.2183, 0.2111, 0.1846, 0.2019, 0.2095, 0.1815, 0.2154, 0.1740, 0.2283, 0.1169, -0.9450, 0.4647, 0.4792],
  "molar_mass_g_mol": 119.16,
  "e_homo_ev": -9.20,
  "smiles": "CCN(C)CC=O.O",
  "e_above_lowest_ev": 2.713,
  "spin_multiplicity": 1,
  "gap_ev": 10.0
}

3.
{
  "formula": "C5H13NO2",
  "method": "wB97M-V/def2-TZVPD",
  "elements": ["C", "N", "C", "C", "C", "C", "O", "H", "H", "H", "H", "H", "H", "H", "H", "H", "H", "H", "O", "H", "H"],
  "positions_angstrom": [[2.150, -1.837, -1.052], [2.066, -0.682, -0.558], [1.054, 0.196, -1.199], [-0.265, -0.010, -0.517], [-1.393, 0.950, -0.948], [-2.352, 1.262, 0.183], [-2.924, 0.105, 0.797], [2.696, -2.644, -0.574], [1.516, -2.137, -1.896], [1.098, 0.087, -2.291], [1.381, 1.222, -1.028], [-0.253, -0.168, 0.565], [-0.595, -1.008, -0.860], [-1.947, 0.413, -1.737], [-1.079, 1.765, -1.599], [-3.248, 1.805, -0.141], [-1.927, 1.928, 0.936], [-3.082, -0.599, 0.137], [1.877, 0.029, 2.823], [1.850, 0.391, 1.931], [2.125, -0.871, 2.724]],
  "nbo_charge": [-0.0588, -0.3918, -0.2526, -0.4256, -0.4420, -0.0618, -0.7245, 0.1759, 0.1344, 0.1859, 0.1936, 0.2388, 0.1929, 0.1947, 0.2240, 0.1679, 0.1837, 0.4647, -0.9423, 0.4763, 0.4667],
  "molar_mass_g_mol": 119.16,
  "e_homo_ev": -10.05,
  "smiles": "C=NCCCCO.O",
  "e_above_lowest_ev": 2.580,
  "spin_multiplicity": 1,
  "gap_ev": 10.9
}

4.
{
  "formula": "C5H13NO2",
  "method": "wB97M-V/def2-TZVPD",
  "elements": ["C", "N", "C", "C", "C", "C", "H", "H", "H", "H", "H", "H", "H", "H", "H", "O", "H", "H", "O", "H", "H"],
  "positions_angstrom": [[-0.063, -2.651, -0.086], [-0.237, -1.442, 0.357], [0.102, -0.076, -0.096], [1.282, 0.384, -0.543], [-1.088, 0.909, -0.130], [-0.691, 2.339, 0.416], [-0.574, -3.461, 0.532], [0.520, -3.009, -0.952], [1.583, 1.396, -0.592], [2.074, -0.371, -0.756], [-1.533, 1.044, -1.158], [-1.851, 0.468, 0.485], [-1.512, 2.650, 1.157], [0.146, 2.299, 1.122], [-0.567, 3.066, -0.427], [-0.844, 0.473, 3.251], [-0.808, -0.320, 3.963], [-0.358, 0.125, 2.526], [1.786, -1.481, -3.206], [1.316, -0.714, -3.491], [1.317, -1.627, -2.372]],
  "nbo_charge": [-0.0297, -0.4478, 0.1417, -0.4498, -0.4497, -0.6313, 0.1847, 0.1529, 0.2180, 0.2007, 0.2181, 0.2248, 0.2310, 0.2195, 0.2139, -0.9415, 0.4722, 0.4708, -0.9219, 0.4653, 0.4584],
  "molar_mass_g_mol": 119.16,
  "e_homo_ev": -9.28,
  "smiles": "C=NC(=C)CC.O.O",
  "e_above_lowest_ev": 3.653,
  "spin_multiplicity": 1,
  "gap_ev": 9.6
}